[1]
Below is 2 unconnected molecules or ions with the total composition C5H10O2, with properties calculated with wB97M-V/def2-TZVPD.

Positions of all 17 atoms, in Å:
O: -0.8554 0.3647 2.0967
C: -1.5171 -0.2990 1.0327
C: -1.1627 0.3450 -0.2713
C: 1.7707 0.1543 0.2932
C: 1.7856 0.2248 -1.1969
O: 1.6290 -0.7212 -1.9321
C: -1.0248 -0.3282 -1.4067
H: -1.2657 0.0697 2.9185
H: -1.2535 -1.3678 0.9950
H: -2.6081 -0.2347 1.1662
H: -1.0860 1.4306 -0.2548
H: 1.4501 1.0764 0.7843
H: 1.2063 -0.6920 0.6821
H: 2.8395 -0.0065 0.4909
H: 1.9773 1.2394 -1.6110
H: -1.0475 -1.4158 -1.4297
H: -0.8376 0.1602 -2.3571

Forces on the atoms, in the same order (eV/Å):
O -0.1 0.0 0.3
C -0.2 -0.2 -0.3
C -0.3 0.0 -0.3
C 0.5 -0.2 0.0
C -0.4 -0.2 -0.3
O 0.4 0.4 0.2
C -0.3 0.1 0.2
H 0.2 0.1 -0.1
H 0.0 0.1 0.0
H 0.1 0.0 0.0
H -0.1 -0.1 0.0
H 0.1 -0.1 -0.2
H 0.1 0.0 -0.2
H 0.0 0.1 0.5
H 0.1 -0.1 -0.1
H -0.1 0.2 0.0
H -0.1 0.0 0.2

Results
Highest occupied orbital energy   -0.3513 Ha
Orbital gap   10.374 eV
Relative energy (zero: lowest compared OMol25 entry of this formula, charge and spin)   254.5 kJ/mol
SMILES string   C=CCO.CC=O

[2]
Below is a molecular structure, C31H55LuN6O8PS in a non-equilibrium geometry, with properties calculated with wB97M-V/def2-TZVPD.

Positions of all 103 atoms, in Å:
Lu: 1.7618 -0.3520 -0.4365
O: 4.1298 -0.6556 0.3584
C: 5.1763 -0.1417 -0.4716
C: 4.7221 0.9782 -1.4416
N: 3.4942 0.6356 -2.1740
C: 3.7149 -0.5381 -3.1156
C: 3.6543 -1.9055 -2.4022
O: 4.4970 -2.7568 -2.7004
O: 2.7033 -1.9797 -1.5578
C: 2.8793 1.8389 -2.8356
C: 1.3300 1.9615 -2.4806
O: 0.6670 2.8172 -3.0272
O: 0.8580 1.0897 -1.6886
H: 4.2267 -0.4684 1.3208
H: 5.6407 -1.0055 -0.9352
H: 5.9148 0.2729 0.1977
H: 5.5732 1.1977 -2.1090
H: 4.5242 1.8586 -0.8234
H: 4.6566 -0.3634 -3.6454
H: 2.8685 -0.4883 -3.8097
H: 3.0542 1.7755 -3.9270
H: 3.4024 2.7362 -2.4391
C: 0.4377 4.2490 6.7516
C: 0.9046 3.3408 5.6377
C: 1.6553 3.8969 4.5664
C: 1.9963 3.1155 3.4701
C: 1.5951 1.7444 3.4634
C: 0.9177 1.1719 4.5288
C: 0.6020 1.9630 5.6179
S: 2.2415 0.8225 2.1591
O: 3.4602 0.2172 2.7075
O: 1.1944 -0.2869 1.7733
O: 2.4399 1.6748 0.9622
H: -0.2506 4.9739 6.3277
H: 1.2570 4.8179 7.2016
H: -0.0530 3.6802 7.5272
H: 1.9624 4.9627 4.5974
H: 2.5030 3.5208 2.5988
H: 0.6878 0.0976 4.5233
H: 0.0617 1.4506 6.4176
C: -1.6329 -4.1714 -3.6416
C: -1.0447 -2.8316 -3.0889
C: -1.9618 -1.6648 -3.5628
C: 0.2974 -2.5581 -3.7841
P: -0.8070 -2.7199 -1.1529
N: 0.0542 -1.5564 -0.7383
C: -0.1017 -4.4284 -0.5624
C: 1.0303 -4.8985 -1.4642
C: -1.0479 -5.6569 -0.4300
C: 0.5001 -4.0684 0.8043
C: -2.5223 -2.4842 -0.3536
C: -3.6862 -3.3767 -0.8896
C: -2.4101 -2.6944 1.2082
C: -2.9199 -0.9755 -0.5658
H: -1.6605 -4.0208 -4.7556
H: -2.6489 -4.3329 -3.2851
H: -1.0387 -5.0687 -3.4781
H: -1.9513 -1.5880 -4.6595
H: -1.5688 -0.6712 -3.2277
H: -3.0231 -1.7286 -3.3024
H: 0.1256 -2.6312 -4.8798
H: 1.1520 -3.2171 -3.5838
H: 0.6705 -1.5440 -3.5662
H: 0.6442 -5.2500 -2.4431
H: 1.5277 -5.7652 -1.0202
H: 1.8018 -4.1408 -1.6262
H: -1.4485 -6.0181 -1.3974
H: -1.8875 -5.4873 0.2723
H: -0.4632 -6.5267 -0.0570
H: 1.1936 -3.2087 0.7749
H: 1.1027 -4.9255 1.1915
H: -0.2779 -3.9390 1.5698
H: -3.5706 -4.4406 -0.7162
H: -3.8618 -3.2046 -1.9565
H: -4.6069 -3.0532 -0.3307
H: -2.3668 -3.6802 1.6147
H: -3.3009 -2.2390 1.6672
H: -1.5162 -2.1886 1.5646
H: -3.2119 -0.7296 -1.5654
H: -2.1273 -0.2901 -0.3677
H: -3.7697 -0.7597 0.0876
C: -2.2920 2.3109 1.6410
N: -1.3766 2.5665 0.4414
C: -0.6213 3.8250 0.6490
N: -1.4614 5.0221 0.9894
C: -2.3459 4.6343 2.1356
N: -3.1981 3.4473 1.9058
C: -3.9906 3.6906 0.6874
N: -3.1660 4.0202 -0.5204
C: -2.2436 2.8602 -0.7351
C: -2.3611 5.2324 -0.1838
H: -1.6255 2.1628 2.4939
H: -2.8629 1.3613 1.4639
H: -0.0912 4.0289 -0.3054
H: 0.1365 3.7252 1.4577
H: -2.9782 5.4874 2.2944
H: -1.6909 4.4030 2.9945
H: -4.6559 4.5587 0.8010
H: -4.6869 2.8757 0.4897
H: -1.5964 3.0741 -1.6217
H: -2.8008 1.9746 -1.0465
H: -3.0680 6.0205 0.0478
H: -1.7506 5.5335 -1.0700

Forces on the atoms, in the same order (eV/Å):
Lu -0.5 -0.9 -1.0
O -0.6 0.0 -0.1
C -0.2 0.0 0.5
C -0.1 -0.8 0.6
N 0.0 -0.3 -0.2
C -0.4 1.5 0.5
C 0.7 0.2 -0.1
O -0.7 0.2 0.1
O 0.5 -0.3 -0.3
C 0.1 -0.6 0.8
C 0.7 -0.5 -0.7
O 0.0 1.1 -0.5
O 0.2 0.1 0.2
H 0.1 0.2 -0.6
H -0.1 0.0 -0.6
H 0.5 0.4 0.1
H -0.1 0.0 0.0
H -0.1 0.0 -0.2
H 0.0 -0.3 -0.1
H 0.2 -0.2 -0.1
H -0.4 0.3 0.5
H -0.5 -0.4 -0.4
C 0.4 -0.1 -0.3
C 0.6 -0.3 -0.4
C -0.3 -0.1 0.3
C -0.8 -1.0 0.5
C 0.3 2.0 0.3
C 0.5 -0.4 -0.5
C -0.3 0.6 0.1
S -1.4 -3.1 -1.4
O -0.4 0.6 0.0
O 2.6 2.7 1.2
O -0.1 -0.5 1.1
H -0.2 0.1 0.1
H 0.0 -0.1 -0.1
H -0.2 -0.1 0.2
H -0.4 -0.8 0.0
H 0.0 -0.1 0.2
H 0.1 0.6 -0.1
H 0.1 0.6 0.0
C 0.1 1.0 -0.9
C -0.4 -0.3 0.4
C 0.4 0.7 -0.1
C 0.6 0.2 -0.5
P -0.8 -1.0 -0.8
N 0.8 0.9 0.4
C -0.3 0.0 0.1
C 0.2 0.0 -0.9
C -0.2 0.0 0.2
C 0.5 -1.0 0.9
C -0.5 -0.5 0.2
C -0.4 1.1 0.6
C -0.2 1.3 -0.8
C -0.3 -1.1 0.5
H -0.2 -0.3 0.8
H 0.0 -0.1 0.0
H 0.1 0.2 0.2
H 0.2 -0.3 0.0
H -0.3 -0.8 0.1
H 0.3 -0.2 0.2
H 0.0 0.2 0.4
H -0.5 -0.1 0.3
H -0.3 -0.3 0.0
H 0.3 0.3 0.5
H 0.0 0.0 0.2
H -0.2 0.0 0.0
H 0.1 0.5 0.4
H 0.4 -0.1 -0.4
H -0.2 0.6 0.0
H -0.7 -0.3 -0.1
H -0.3 0.3 -0.4
H 0.4 0.3 -0.3
H 0.2 -0.1 0.0
H 0.0 0.0 0.2
H 0.6 -0.3 -0.5
H 0.0 -1.1 -0.3
H 0.2 0.1 -0.1
H 0.0 0.3 0.1
H -0.3 -0.2 -0.6
H 0.9 0.3 0.6
H 0.0 0.0 0.1
C 0.7 -0.1 -1.2
N -1.5 0.9 0.5
C 0.5 0.1 0.3
N -0.9 -1.3 -0.5
C 0.9 -0.5 -0.6
N 0.4 0.0 -0.7
C 0.0 1.0 -0.6
N 0.4 -0.8 1.0
C 0.7 0.3 -0.8
C 0.4 -0.8 -0.3
H -0.1 0.0 0.1
H 0.4 0.9 0.0
H -0.2 -0.1 0.6
H -0.5 -0.2 -0.4
H -0.4 0.4 0.5
H -0.3 0.3 -0.2
H 0.2 0.0 0.5
H 0.4 -0.4 -0.1
H -0.2 0.0 0.8
H -0.3 0.0 0.5
H -0.1 0.3 0.1
H -0.4 -0.3 0.7

Results
Highest occupied orbital energy   -0.1709 Ha
Orbital gap   6.849 eV
Relative energy (zero: lowest compared OMol25 entry of this formula, charge and spin)   100.2 kJ/mol
Charge   -1

[3]
Below is a single C10H11IN2S molecule in a non-equilibrium geometry, with properties calculated with wB97M-V/def2-TZVPD.

Positions of all 25 atoms, in Å:
C: -1.2416 -0.4048 -2.5117
C: -0.9842 -1.0574 -1.2169
C: 1.8625 0.0283 -0.3661
C: 2.6680 -1.0455 -0.7617
C: -1.9576 0.7023 -2.3911
C: 1.2924 -0.4284 0.7988
C: -1.4819 -0.3968 -0.1719
C: 0.0202 1.6540 1.4230
C: -1.2569 -0.6825 1.1816
C: 0.3253 0.2042 1.6342
N: 2.6763 -2.0303 0.0890
N: 1.7188 -1.6855 0.9890
S: -2.4407 0.9627 -0.7383
I: 0.6781 -0.4306 3.8357
H: -0.8997 -0.8617 -3.3826
H: -0.6925 -2.0635 -1.2387
H: 1.5873 0.9612 -0.8941
H: 3.2982 -1.1434 -1.6289
H: -2.2827 1.3854 -3.1299
H: -0.8334 1.8650 2.0112
H: 0.7414 2.2990 1.8007
H: -0.1543 1.9710 0.4250
H: -1.8612 -0.2809 1.8665
H: -0.8936 -1.6237 1.4758
H: 1.7827 -1.8993 2.0068

Forces on the atoms, in the same order (eV/Å):
C 0.5 -1.4 2.4
C -0.7 0.8 -2.9
C -1.0 0.9 -0.3
C 1.0 0.1 -1.0
C -0.8 0.6 1.2
C 0.7 1.0 -0.9
C -1.4 0.8 -1.5
C 0.0 -0.8 1.0
C 4.8 0.9 0.8
C -3.1 -1.4 0.0
N -0.5 -0.8 0.6
N 0.7 0.0 2.0
S 0.6 0.2 0.0
I -0.4 0.8 -1.3
H 0.5 -0.3 -1.5
H 1.1 -1.1 0.5
H 0.5 -0.8 0.4
H 0.0 0.2 -0.2
H -0.3 0.4 -0.6
H -1.2 0.4 0.4
H 1.8 1.0 0.7
H -0.2 -0.3 -1.0
H -2.7 1.4 2.5
H -0.2 -1.5 -0.2
H 0.3 -0.9 -1.3

Results
Highest occupied orbital energy   -0.3170 Ha
Orbital gap   8.286 eV
Relative energy (zero: lowest compared OMol25 entry of this formula, charge and spin)   0.0 kJ/mol
SMILES string   C[C@@](I)(Cc1cccs1)c1ccn[nH]1

[4]
Below is 2 unconnected molecules or ions with the total composition C4H5N3, with properties calculated with wB97M-V/def2-TZVPD.

Positions of all 12 atoms, in Å:
N: -3.1409 0.5376 -0.0746
C: 0.1282 0.7902 0.1673
C: 1.3378 1.1854 0.2832
N: 2.5701 0.9416 0.2909
C: 2.6316 -0.4161 0.0583
N: 1.5671 -1.1728 -0.1180
C: 0.3485 -0.6003 -0.0686
H: -3.0346 0.2199 -1.0336
H: -3.2929 -0.2903 0.4939
H: -2.2412 0.9286 0.1985
H: 3.6235 -0.8533 0.0254
H: -0.4973 -1.2704 -0.2226

Forces on the atoms, in the same order (eV/Å):
N 0.1 -0.1 0.0
C 0.5 0.2 0.0
C 0.1 -0.3 0.0
N -0.4 0.1 0.0
C 0.0 -0.2 0.0
N 0.0 0.3 0.1
C 0.0 -0.2 0.0
H -0.1 0.0 0.1
H 0.0 0.1 0.0
H -0.1 -0.1 0.0
H -0.1 0.1 0.0
H 0.1 0.1 0.0

Results
Highest occupied orbital energy   -0.3590 Ha
Orbital gap   9.382 eV
Relative energy (zero: lowest compared OMol25 entry of this formula, charge and spin)   410.4 kJ/mol
SMILES string   C1=C=NC=NC=1.N

[5]
Below is a molecular structure, C23H58GaN3O5P in a non-equilibrium geometry, with properties calculated with wB97M-V/def2-TZVPD.

Positions of all 91 atoms, in Å:
C: 7.5563 0.3847 7.4965
C: 7.8644 1.9605 7.5578
O: 8.6743 2.4597 8.3872
O: 7.2453 2.8956 6.6500
C: 6.1371 3.5417 7.4032
C: 5.2325 4.2718 6.3113
C: 3.7788 4.7135 6.8291
Ga: 2.8233 3.3208 8.0098
P: 3.3359 1.1064 7.3600
O: 4.1790 0.3865 8.4562
O: 1.8862 0.1666 7.1874
O: 4.1019 1.0616 5.8074
H: 8.4926 -0.1201 7.0612
H: 6.6989 0.1706 6.7651
H: 7.3854 -0.0744 8.5259
H: 5.6223 2.6985 7.9740
H: 6.6393 4.2362 8.1545
H: 5.1351 3.6891 5.3204
H: 5.7922 5.2447 6.0291
H: 3.8188 5.7740 7.2870
H: 3.1249 4.8380 5.8813
H: 3.2544 3.6361 9.5352
H: 1.2390 3.5258 7.9303
H: 1.5379 0.4183 6.2945
H: 5.0119 1.4230 5.8682
C: 1.5849 1.2642 1.8340
C: 0.1880 0.7658 2.1858
N: -0.4513 1.5297 3.2505
C: -1.6414 0.8804 3.7946
C: -2.8324 0.6887 2.8585
C: -0.5709 2.9676 3.0334
C: -1.3125 3.4385 1.7821
H: 2.2226 1.3123 2.7201
H: 2.0537 0.5804 1.1208
H: 1.5598 2.2526 1.3678
H: 0.2948 -0.2741 2.5137
H: -0.4234 0.7461 1.2747
H: -1.9742 1.4230 4.6853
H: -1.3439 -0.1072 4.1672
H: -3.3531 1.6283 2.6690
H: -3.5580 0.0138 3.3231
H: -2.5437 0.2473 1.9020
H: 0.4379 3.3941 3.0069
H: -1.0323 3.4327 3.9111
H: -1.0013 2.9012 0.8830
H: -1.1053 4.4995 1.6120
H: -2.3932 3.3406 1.8895
C: -3.7976 -0.8098 -0.9220
C: -3.6115 -0.6051 -2.4201
N: -3.1452 0.7317 -2.7697
C: -3.2561 1.0288 -4.1955
C: -2.4134 0.1974 -5.1605
C: -1.9068 1.1698 -2.1344
C: -0.6594 0.3097 -2.3343
H: -4.4481 -0.0423 -0.4956
H: -4.2604 -1.7825 -0.7346
H: -2.8442 -0.7955 -0.3880
H: -4.5879 -0.7717 -2.8885
H: -2.9427 -1.3838 -2.8054
H: -3.0412 2.0896 -4.3613
H: -4.3085 0.9113 -4.4814
H: -1.3597 0.4756 -5.1196
H: -2.7481 0.3779 -6.1869
H: -2.5016 -0.8752 -4.9737
H: -2.0879 1.2539 -1.0566
H: -1.6808 2.1953 -2.4467
H: -0.8550 -0.7543 -2.1829
H: 0.1070 0.6031 -1.6101
H: -0.2265 0.4463 -3.3257
C: -2.8046 -6.3589 -9.6547
C: -2.0624 -5.1479 -9.1017
N: -2.9084 -4.2536 -8.3201
C: -2.2883 -2.9581 -8.0507
C: -1.0264 -2.9408 -7.1910
C: -3.6146 -4.8535 -7.1939
C: -2.7815 -5.5579 -6.1234
H: -3.6869 -6.0560 -10.2239
H: -2.1493 -6.9203 -10.3262
H: -3.1184 -7.0420 -8.8615
H: -1.6676 -4.5966 -9.9620
H: -1.1955 -5.4939 -8.5269
H: -3.0306 -2.2885 -7.6035
H: -2.0443 -2.4965 -9.0152
H: -1.2517 -3.1232 -6.1396
H: -0.5595 -1.9527 -7.2471
H: -0.2847 -3.6702 -7.5236
H: -4.3349 -5.5782 -7.5902
H: -4.2396 -4.0947 -6.7105
H: -2.0281 -6.2241 -6.5495
H: -3.4356 -6.1703 -5.4952
H: -2.2840 -4.8471 -5.4633

Forces on the atoms, in the same order (eV/Å):
C 0.3 0.5 -1.1
C 2.3 2.0 2.2
O -2.9 -2.4 -2.9
O 0.1 -2.3 1.6
C -0.2 -0.1 -0.5
C 0.2 1.3 0.1
C 0.2 0.4 -1.4
Ga -0.3 1.5 0.4
P 1.3 -2.4 2.2
O -1.6 1.5 -2.9
O 1.9 1.5 -1.7
O -0.7 -0.3 1.3
H -1.2 0.9 0.6
H 1.1 0.3 1.4
H 0.0 1.0 -1.4
H 0.2 1.2 -0.6
H -1.0 -0.7 -1.0
H 0.3 0.5 1.8
H -0.6 -1.6 0.3
H 0.0 -1.7 -0.4
H 1.0 -0.1 1.3
H 0.1 -0.4 -0.2
H -0.1 -0.2 -0.2
H 0.1 -0.3 1.0
H -0.7 -0.2 0.2
C 0.0 0.1 0.0
C 0.2 0.2 0.1
N -0.2 -0.1 0.3
C 0.2 -0.2 0.1
C -0.3 0.0 0.0
C 0.4 0.1 0.0
C -0.2 0.2 -0.1
H -0.1 0.0 0.0
H -0.1 0.0 0.0
H 0.0 0.0 0.1
H -0.2 0.1 0.1
H -0.1 -0.1 -0.2
H 0.1 0.1 -0.1
H 0.1 0.1 -0.1
H 0.0 0.0 -0.1
H 0.1 0.0 0.0
H 0.0 0.0 0.0
H 0.0 -0.2 0.0
H 0.0 -0.3 0.0
H 0.0 0.0 0.0
H 0.0 -0.1 0.0
H 0.0 -0.1 -0.1
C 0.1 0.0 0.1
C 0.0 0.1 0.2
N -0.1 0.3 -0.3
C -0.3 0.0 0.1
C 0.1 0.0 -0.3
C 0.0 0.0 0.4
C 0.3 0.0 0.0
H 0.1 0.0 -0.1
H 0.1 0.1 0.0
H -0.1 0.0 0.0
H 0.1 0.2 -0.2
H 0.0 -0.2 0.0
H 0.1 0.0 0.2
H 0.0 -0.1 0.2
H 0.0 -0.1 0.0
H 0.0 0.0 0.1
H 0.0 0.1 0.0
H -0.1 -0.1 -0.1
H -0.2 -0.1 -0.2
H 0.0 0.0 0.0
H -0.1 0.0 0.0
H 0.0 -0.1 0.0
C 0.0 -0.1 0.1
C -0.2 -0.1 0.0
N -0.1 0.4 0.0
C 0.0 0.1 -0.3
C 0.1 0.2 0.2
C -0.2 -0.3 -0.1
C 0.0 0.0 0.3
H 0.0 0.0 0.1
H 0.0 0.1 0.1
H 0.0 0.0 -0.1
H 0.0 0.2 0.2
H 0.2 -0.1 0.0
H -0.1 -0.2 0.0
H 0.0 -0.2 0.0
H 0.1 -0.1 0.0
H 0.0 -0.1 0.0
H -0.1 0.0 0.0
H 0.1 0.0 -0.1
H 0.2 0.1 -0.2
H 0.0 0.1 0.0
H 0.0 0.0 -0.1
H 0.1 -0.1 -0.1

Results
Highest occupied orbital energy   -0.1937 Ha
Orbital gap   7.021 eV
Charge   -1